Entry 1:
The following is a quantum chemistry calculation of a molecular structure, C32H88F2N9O12PbS2 at a distorted geometry, from OMol25.

XYZ file:
```
146
Properties=species:S:1:pos:R:3
Pb -21.964 15.086 -23.550
N -21.288 12.827 -23.708
S -20.035 12.059 -23.320
O -18.809 12.217 -24.059
O -20.251 10.792 -22.674
F -19.700 13.034 -22.084
S -21.923 11.637 -24.756
O -23.087 11.025 -24.178
O -21.035 10.929 -25.620
F -22.619 12.715 -25.712
C -16.182 9.419 -28.519
C -17.463 9.895 -27.806
C -18.588 8.870 -27.943
O -18.684 8.408 -29.272
C -19.115 9.317 -30.255
N -17.054 10.180 -26.424
H -15.308 10.037 -28.299
H -16.280 9.402 -29.602
H -15.896 8.438 -28.133
H -17.701 10.886 -28.214
H -19.580 9.268 -27.678
H -18.490 8.075 -27.203
H -18.604 10.282 -30.170
H -20.196 9.483 -30.232
H -18.868 8.972 -31.257
H -17.674 10.737 -25.852
H -16.150 10.627 -26.385
C -24.156 10.846 -18.602
C -25.036 9.614 -18.668
C -24.516 8.538 -19.591
O -24.412 9.042 -20.925
C -23.218 8.629 -21.554
N -25.202 8.997 -17.343
H -24.512 11.604 -17.901
H -24.021 11.276 -19.598
H -23.173 10.595 -18.180
H -26.023 10.040 -18.883
H -25.122 7.630 -19.623
H -23.525 8.202 -19.263
H -23.159 8.954 -22.589
H -23.290 7.532 -21.690
H -22.286 8.661 -20.979
H -24.286 8.673 -17.033
H -25.452 9.688 -16.643
C -26.573 13.345 -24.097
C -25.281 14.128 -24.131
C -25.505 15.635 -24.100
O -24.284 16.219 -24.527
C -24.312 17.646 -24.615
N -24.358 13.712 -23.045
H -27.260 13.655 -24.885
H -27.056 13.347 -23.113
H -26.490 12.259 -24.217
H -24.831 13.843 -25.087
H -25.812 15.939 -23.094
H -26.296 15.894 -24.807
H -23.472 17.974 -25.227
H -24.176 18.082 -23.624
H -25.230 17.969 -25.104
H -24.490 12.699 -23.049
H -24.657 13.995 -22.115
C -22.047 11.771 -28.959
C -23.371 10.992 -29.061
C -24.359 11.177 -27.909
O -25.573 10.496 -28.104
C -26.532 10.718 -27.141
N -23.968 11.481 -30.314
H -22.257 12.754 -28.505
H -21.600 11.935 -29.936
H -21.239 11.419 -28.309
H -23.039 9.961 -29.207
H -24.701 12.221 -27.797
H -23.884 10.946 -26.951
H -26.609 11.782 -26.829
H -26.282 10.280 -26.161
H -27.521 10.440 -27.495
H -24.908 11.090 -30.310
H -24.002 12.492 -30.352
C -16.438 16.172 -18.577
C -17.948 15.995 -18.628
C -18.465 14.583 -18.350
O -19.797 14.525 -18.817
C -20.457 13.281 -18.862
N -18.623 17.051 -17.840
H -16.178 16.213 -17.518
H -16.175 17.122 -19.038
H -15.968 15.312 -19.052
H -18.309 16.157 -19.659
H -18.459 14.275 -17.301
H -17.765 14.012 -18.972
H -19.878 12.495 -19.346
H -21.309 13.585 -19.485
H -20.958 13.006 -17.928
H -18.425 17.990 -18.170
H -19.604 16.935 -18.095
C -16.082 8.268 -19.539
C -16.169 9.070 -20.851
C -15.167 10.242 -20.918
O -15.778 11.517 -20.657
C -16.586 11.883 -21.753
N -15.994 8.159 -21.971
H -15.062 8.128 -19.175
H -16.687 7.367 -19.510
H -16.527 8.951 -18.806
H -17.166 9.508 -20.759
H -14.776 10.354 -21.933
H -14.364 10.092 -20.197
H -17.143 12.795 -21.570
H -17.208 11.040 -22.074
H -15.987 11.982 -22.673
H -15.174 7.585 -21.849
H -16.043 8.604 -22.876
C -20.296 15.247 -28.055
C -20.556 14.867 -26.598
C -19.344 15.247 -25.779
O -19.628 15.199 -24.398
C -18.529 15.631 -23.522
N -21.836 15.528 -26.148
H -19.412 14.797 -28.508
H -20.165 16.329 -28.149
H -21.142 14.947 -28.675
H -20.708 13.788 -26.610
H -18.905 16.196 -26.103
H -18.616 14.440 -25.937
H -18.200 16.611 -23.866
H -17.725 14.939 -23.779
H -18.900 15.552 -22.509
H -21.890 16.404 -26.668
H -22.495 14.923 -26.642
C -19.522 7.224 -24.087
C -20.175 7.335 -22.703
C -20.652 6.047 -22.045
O -21.732 5.469 -22.752
C -22.296 4.367 -22.121
N -19.465 8.157 -21.742
H -19.692 8.152 -24.631
H -19.941 6.389 -24.654
H -18.459 7.007 -23.950
H -21.074 7.934 -22.898
H -21.113 6.285 -21.072
H -19.826 5.371 -21.785
H -22.818 4.684 -21.201
H -21.590 3.605 -21.770
H -23.052 3.893 -22.744
H -19.547 9.129 -22.010
H -18.484 7.900 -21.688
```

Output
LUMO level: -0.14710 hartree
Spin multiplicity: 1
Total charge: +1
Kohn-Sham gap: 6.2 eV
F_max: 8.8 eV/Å

Entry 2:
The following is a quantum chemistry calculation of 10 unconnected molecules or ions with the total composition C32H88N4O12 at a distorted geometry, from OMol25.

XYZ file:
```
136
Properties=species:S:1:pos:R:3
C 0.840 5.536 -2.347
C 0.411 4.814 -1.109
C 0.283 5.685 0.119
O -0.371 4.966 1.188
C -0.149 5.566 2.464
N -0.880 4.252 -1.412
H 0.692 4.892 -3.213
H 1.882 5.857 -2.310
H 0.189 6.394 -2.510
H 1.161 4.071 -0.838
H -0.430 6.464 -0.151
H 1.222 6.192 0.343
H 0.787 6.095 2.643
H -0.294 4.920 3.331
H -0.886 6.357 2.602
H -1.455 5.044 -1.661
H -1.255 4.039 -0.499
C -6.794 -2.398 -0.094
C -6.364 -2.274 -1.623
C -4.992 -1.684 -1.804
O -5.074 -0.302 -1.469
C -3.833 0.276 -1.064
N -6.401 -3.683 -2.066
H -6.329 -3.290 0.325
H -7.875 -2.477 0.024
H -6.286 -1.609 0.460
H -7.095 -1.742 -2.231
H -4.776 -1.900 -2.850
H -4.278 -2.164 -1.135
H -4.045 1.331 -0.886
H -3.166 0.118 -1.911
H -3.288 -0.140 -0.216
H -6.013 -3.832 -2.987
H -7.297 -4.127 -1.922
C -2.784 -5.481 -1.172
C -1.526 -5.331 -2.131
C -0.371 -4.559 -1.495
O -0.860 -3.283 -1.124
C -1.215 -2.307 -2.093
N -1.164 -6.679 -2.450
H -3.093 -4.496 -0.822
H -2.583 -6.112 -0.306
H -3.560 -6.013 -1.722
H -1.897 -4.865 -3.044
H 0.497 -4.583 -2.154
H -0.267 -5.136 -0.576
H -2.200 -2.465 -2.532
H -0.439 -2.416 -2.851
H -1.243 -1.269 -1.762
H -1.920 -6.999 -3.039
H -0.351 -6.789 -3.038
C 3.394 3.049 0.571
C 4.323 2.015 1.072
C 5.507 1.617 0.213
O 6.360 2.748 -0.159
C 7.327 3.076 0.914
N 4.586 2.387 2.420
H 2.687 3.417 1.314
H 2.845 2.800 -0.338
H 3.953 3.862 0.109
H 3.849 1.038 1.164
H 5.309 1.154 -0.754
H 6.141 0.962 0.810
H 8.189 2.410 0.909
H 6.898 3.040 1.916
H 7.740 4.078 0.796
H 5.199 1.777 2.943
H 5.051 3.275 2.298
C -3.026 0.148 3.010
C -3.456 -0.244 4.369
C -4.941 -0.602 4.318
O -2.875 -1.440 4.763
H -3.446 1.117 2.743
H -3.062 -0.450 2.099
H -1.964 0.355 3.147
H -3.193 0.497 5.123
H -5.227 -1.101 5.244
H -5.290 -1.219 3.490
H -5.546 0.304 4.277
H -2.003 -1.471 4.363
C 2.522 -3.076 2.000
C 3.809 -3.622 2.486
C 4.322 -4.565 1.434
O 4.731 -2.597 2.609
H 2.128 -2.332 2.692
H 1.842 -3.918 1.875
H 2.644 -2.556 1.049
H 3.805 -4.099 3.466
H 4.732 -4.229 0.482
H 3.452 -5.156 1.150
H 5.055 -5.236 1.883
H 4.370 -2.051 3.311
C 0.573 0.752 5.040
C 2.040 1.054 4.663
C 3.123 0.481 5.581
O 2.359 0.659 3.326
H 0.178 -0.149 4.571
H 0.060 1.581 4.552
H 0.190 0.993 6.032
H 2.175 2.132 4.740
H 2.886 0.698 6.622
H 4.042 1.054 5.463
H 3.200 -0.603 5.499
H 3.076 1.173 2.947
C -1.601 1.919 -4.654
C -2.479 1.687 -5.943
C -3.819 1.023 -5.589
O -2.830 2.826 -6.624
H -1.641 1.102 -3.933
H -1.993 2.791 -4.131
H -0.605 2.309 -4.864
H -1.920 1.053 -6.631
H -4.278 1.733 -4.901
H -3.733 0.074 -5.060
H -4.419 0.868 -6.486
H -1.971 3.242 -6.730
C 2.828 -1.024 -2.522
C 3.996 -1.921 -3.093
O 4.192 -3.099 -2.311
O 2.555 0.212 -3.152
H 3.058 -0.716 -1.502
H 1.951 -1.664 -2.618
H 4.866 -1.276 -3.213
H 3.897 -2.279 -4.118
H 4.723 -2.907 -1.534
H 1.866 0.574 -2.590
C -0.152 1.061 -0.017
C 0.449 -0.327 0.436
O 0.242 -0.308 1.927
O 0.218 1.513 -1.392
H 0.174 1.868 0.638
H -1.236 1.140 0.070
H 1.528 -0.292 0.287
H 0.040 -1.188 -0.095
H 0.874 0.237 2.403
H -0.285 2.314 -1.557
```

Output
LUMO level (spin up / spin down): 0.07642 / 0.07554 hartree
Spin multiplicity: 2
Total charge: -1
Kohn-Sham gap (spin up / spin down): 1.5 / 9.2 eV
F_max: 3.6 eV/Å

Entry 3:
The following is a quantum chemistry calculation of 8 unconnected molecules or ions with the total composition C32H88N8O8 at a distorted geometry, from OMol25.

XYZ file:
```
136
Properties=species:S:1:pos:R:3
C 2.302 8.554 4.723
O 1.153 8.521 5.542
C 1.192 9.094 6.928
C -0.104 8.729 7.708
C -0.015 9.200 9.196
N -0.394 7.281 7.723
H 3.067 7.882 5.111
H 2.766 9.534 4.608
H 1.994 8.387 3.691
H 2.007 8.545 7.400
H 1.399 10.151 7.100
H -0.873 9.315 7.205
H 0.832 8.794 9.749
H -0.890 8.953 9.797
H 0.150 10.264 9.364
H -1.309 7.023 7.384
H 0.338 6.844 7.181
C 5.473 4.265 9.251
O 4.718 3.071 9.169
C 3.433 3.185 9.879
C 2.696 1.871 9.719
C 2.458 1.548 8.279
N 1.443 1.878 10.364
H 5.148 5.092 8.621
H 6.481 4.088 8.875
H 5.524 4.572 10.295
H 3.500 3.439 10.937
H 2.868 4.005 9.434
H 3.300 1.086 10.174
H 2.060 0.536 8.209
H 3.385 1.471 7.710
H 1.682 2.241 7.954
H 1.413 1.845 11.373
H 0.959 2.736 10.145
C 7.161 -6.146 0.003
O 6.994 -6.047 -1.407
C 8.092 -5.905 -2.311
C 7.722 -6.016 -3.861
C 6.863 -7.163 -4.209
N 8.880 -6.129 -4.759
H 7.532 -7.120 0.322
H 6.220 -6.048 0.546
H 7.952 -5.532 0.434
H 8.540 -4.924 -2.153
H 8.808 -6.701 -2.105
H 7.147 -5.205 -4.308
H 6.337 -7.009 -5.151
H 6.032 -7.346 -3.528
H 7.374 -8.122 -4.293
H 9.769 -6.109 -4.279
H 8.855 -7.046 -5.183
C 2.158 -0.702 -0.606
O 0.898 -0.404 -0.017
C 0.147 0.540 -0.598
C 0.446 2.018 -0.363
C 0.590 2.516 1.063
N -0.616 2.804 -0.950
H 2.653 0.112 -1.137
H 2.052 -1.592 -1.227
H 2.798 -1.093 0.185
H 0.236 0.238 -1.641
H -0.857 0.203 -0.340
H 1.394 2.108 -0.893
H 1.453 2.156 1.623
H -0.286 2.208 1.633
H 0.576 3.603 1.144
H -0.339 3.774 -0.902
H -1.359 2.699 -0.274
C 1.836 -1.857 -9.070
O 0.993 -0.747 -8.662
C -0.203 -0.619 -9.539
C -0.985 0.657 -9.319
C -1.195 1.056 -7.861
N -2.339 0.556 -9.944
H 1.275 -2.728 -9.408
H 2.477 -1.991 -8.199
H 2.588 -1.563 -9.803
H 0.229 -0.678 -10.538
H -0.827 -1.494 -9.358
H -0.390 1.445 -9.780
H -0.264 0.781 -7.364
H -2.049 0.664 -7.310
H -1.137 2.138 -7.738
H -2.273 -0.003 -10.782
H -2.354 1.441 -10.430
C -4.931 3.945 5.398
O -4.888 5.310 4.904
C -5.724 5.598 3.765
C -5.403 7.077 3.488
C -6.419 7.759 2.569
N -4.080 7.386 2.867
H -4.607 3.230 4.641
H -5.915 3.631 5.746
H -4.340 3.850 6.309
H -5.246 5.027 2.970
H -6.743 5.328 4.045
H -5.493 7.660 4.404
H -6.300 7.379 1.554
H -6.259 8.835 2.643
H -7.423 7.625 2.972
H -4.099 8.395 2.908
H -3.355 7.258 3.559
C -6.061 -3.230 -1.958
O -7.078 -2.968 -0.950
C -6.548 -2.797 0.328
C -7.655 -2.516 1.429
C -8.330 -1.103 1.211
N -7.120 -2.400 2.801
H -5.758 -4.275 -1.890
H -5.094 -2.734 -1.885
H -6.411 -3.117 -2.984
H -6.073 -3.711 0.685
H -5.799 -2.010 0.412
H -8.458 -3.229 1.239
H -7.646 -0.272 1.041
H -8.929 -0.789 2.066
H -9.061 -0.972 0.413
H -7.787 -2.068 3.483
H -6.829 -3.308 3.135
C 0.168 -7.792 -7.021
O 0.625 -8.900 -7.739
C -0.373 -9.624 -8.568
C 0.274 -10.867 -9.239
C 1.554 -10.485 -10.034
N -0.752 -11.450 -10.008
H -0.070 -6.902 -7.603
H 1.056 -7.563 -6.432
H -0.635 -8.132 -6.366
H -1.222 -9.980 -7.984
H -0.793 -8.924 -9.291
H 0.652 -11.431 -8.386
H 2.106 -11.410 -10.202
H 2.210 -9.730 -9.601
H 1.242 -10.207 -11.041
H -0.456 -12.255 -10.541
H -1.486 -11.818 -9.419
```

Output
LUMO level: 0.01813 hartree
Spin multiplicity: 1
Total charge: 0
Kohn-Sham gap: 9.7 eV
F_max: 4.2 eV/Å

- Among the records above, which one has the highest total charge?
  C32H88F2N9O12PbS2

- The highest total charge belongs to which entry?
  C32H88F2N9O12PbS2